No. 1
ORCA calculation (ωB97M-V with the def2-TZVPD basis set) on a cluster of 13 separate species, C5H39N2O12 in total at a distorted geometry.

The geometry in XYZ format:
```
58
Properties=species:S:1:pos:R:3
C -1.782 -1.224 -1.453
N -0.430 -0.888 -1.525
C 0.046 0.467 -2.138
C 1.522 0.929 -2.030
C -2.652 -0.334 -0.434
N -3.161 -1.328 0.724
C -4.589 -1.195 1.088
H -2.342 -1.134 -2.442
H -1.662 -2.340 -1.214
H 0.071 -1.076 -0.604
H -0.090 0.254 -3.260
H -0.668 1.242 -1.895
H 1.733 1.182 -0.958
H 1.812 1.710 -2.722
H 2.217 0.121 -2.089
H -3.674 0.185 -0.743
H -2.116 0.573 -0.026
H -2.612 -1.089 1.633
H -2.831 -2.257 0.512
H -4.640 -1.571 2.095
H -5.253 -1.675 0.415
H -4.913 -0.134 1.196
H 0.063 -3.453 -0.456
H -0.573 -4.473 0.242
O -0.799 -3.559 -0.068
H 1.102 0.045 4.780
H 2.076 -0.126 3.695
O 1.874 -0.535 4.534
H -0.923 2.721 -4.949
H -1.381 1.475 -4.406
O -1.369 2.454 -4.144
H -0.982 2.542 1.234
H -2.202 3.405 0.535
O -1.819 2.541 0.744
H 5.057 2.584 2.009
H 3.895 2.754 2.926
O 4.181 2.696 1.991
H -1.055 -1.496 3.147
H -1.565 0.059 3.020
O -1.873 -0.881 2.945
H 3.596 0.051 0.569
H 3.311 1.100 1.756
O 2.983 0.411 1.244
H 1.447 2.858 0.789
H 1.224 1.461 0.581
O 0.907 2.160 1.089
H 0.482 -1.890 2.891
H 0.865 -3.173 3.502
O 0.172 -2.774 3.014
H 4.115 -1.010 -1.302
H 4.382 -0.197 -2.385
O 4.335 -0.096 -1.330
H 0.289 -3.059 -3.635
H 1.823 -3.626 -3.708
O 0.934 -3.664 -3.308
H -0.865 3.775 -1.073
H -0.950 3.568 -2.575
O -0.576 4.220 -1.921
```

Values from the calculation:
energy	-33359.4019	eV
net charge	+1
M	319.4	g/mol
ΔE to the lowest compared entry with this formula, charge and spin	124.7	kcal/mol

natural (NBO) population analysis, charges in e, atoms 1 to 6: -0.285 -0.654 -0.209 -0.612 -0.272 -0.564

---

No. 2
ORCA calculation (ωB97M-V with the def2-TZVPD basis set) on a cluster of 13 separate species, C5H39N3O12 in total at a distorted geometry.

The geometry in XYZ format:
```
59
Properties=species:S:1:pos:R:3
C -1.650 -2.755 0.518
N -0.212 -2.732 0.799
C 0.301 -3.961 1.437
C -2.279 -1.258 0.687
C -3.072 -1.038 -0.614
N -1.327 -0.244 1.162
C -1.346 -0.013 2.650
N -0.023 -0.191 3.346
H -2.227 -3.404 1.215
H -1.982 -3.121 -0.480
H 0.160 -2.693 -0.146
H 1.206 -3.727 2.118
H -0.449 -4.319 2.106
H 0.642 -4.714 0.666
H -3.080 -1.469 1.441
H -3.587 -0.089 -0.485
H -3.566 -2.017 -0.651
H -2.380 -0.962 -1.447
H -0.366 -0.394 0.921
H -1.706 1.018 2.607
H -2.138 -0.671 3.039
H 0.056 -1.152 3.662
H 0.733 0.019 2.716
H -0.343 1.897 -3.003
H -0.264 2.975 -4.046
O -0.861 2.293 -3.727
H 3.031 -1.049 -1.805
H 3.575 0.428 -1.750
O 3.661 -0.449 -1.360
H -0.305 -2.917 -4.599
H -0.717 -1.716 -3.657
O -0.241 -1.965 -4.447
H 0.712 1.768 4.896
H 1.528 2.451 3.709
O 1.475 2.330 4.666
H 0.194 0.674 -0.623
H 0.612 1.698 -1.823
O 0.075 0.874 -1.588
H -0.942 4.984 -0.359
H -1.286 3.658 -0.876
O -0.577 4.352 -0.980
H -0.714 3.386 2.608
H -1.347 4.711 1.992
O -1.504 3.916 2.492
H 3.451 -0.969 0.301
H 2.013 -1.407 0.508
O 2.866 -1.445 0.937
H 2.991 1.488 2.217
H 2.064 0.727 1.126
O 2.468 1.533 1.424
H -2.405 2.022 -2.371
H -2.250 1.368 -1.122
O -2.555 2.234 -1.415
H 1.299 -2.118 -3.566
H 2.589 -2.984 -3.453
O 2.056 -2.323 -2.996
H 2.420 2.057 -0.922
H 3.096 3.060 -1.813
O 2.419 2.344 -1.841
```

Values from the calculation:
energy	-34856.5030	eV
net charge	0
M	333.4	g/mol
ΔE to the lowest compared entry with this formula, charge and spin	89.2	kcal/mol

natural (NBO) population analysis, charges in e, atoms 1 to 6: -0.250 -0.659 -0.415 -0.032 -0.626 -0.676

---

No. 3
ORCA calculation (ωB97M-V with the def2-TZVPD basis set) on a structure of composition C5H3Br9InLi2O6 at a distorted geometry.

The geometry in XYZ format:
```
26
Properties=species:S:1:pos:R:3
Li -11.458 -1.543 -8.110
Li -14.584 -0.700 -6.662
In -13.654 0.900 -9.922
C -11.959 -1.965 -11.113
O -12.199 -3.169 -11.204
O -12.719 -1.274 -11.749
O -11.653 -1.406 -10.050
C -12.359 0.384 -6.770
O -13.403 0.971 -6.881
O -12.485 -0.848 -6.465
O -11.635 0.451 -7.760
C -12.187 4.337 -6.872
Br -13.622 4.895 -8.174
Br -11.719 5.775 -5.599
Br -10.448 3.646 -7.620
H -12.637 3.597 -6.210
C -11.258 0.696 -2.988
Br -12.420 2.286 -2.598
Br -10.943 -0.482 -1.369
Br -9.552 1.235 -3.788
H -11.703 0.070 -3.762
C -9.052 -1.441 -6.618
Br -9.894 -3.225 -6.585
Br -8.644 -1.074 -8.506
Br -7.391 -1.215 -5.558
H -9.749 -0.712 -6.205
```

Values from the calculation:
energy	-653472.4783	eV
net charge	+1
M	1006.9	g/mol

natural (NBO) population analysis, charges in e, atoms 1 to 6: 0.865 0.970 0.956 0.906 -0.304 -0.345

---

No. 4
ORCA calculation (ωB97M-V with the def2-TZVPD basis set) on a structure of composition C5H3CaO3 at a distorted geometry.

The geometry in XYZ format:
```
12
Properties=species:S:1:pos:R:3
C -1.837 0.129 -0.684
C -2.453 0.863 0.172
O -3.000 1.679 0.815
C -0.960 -0.993 -1.012
C 0.238 -0.784 -0.150
O 1.184 -0.060 -0.494
C 2.254 1.758 2.286
O 3.014 1.370 1.523
Ca 3.287 0.209 -0.367
H -1.405 -1.986 -0.852
H -0.614 -0.887 -2.061
H 0.292 -1.297 0.824
```

Values from the calculation:
energy	-29794.5319	eV
spin multiplicity	2
net charge	+2
M	151.2	g/mol
ΔE to the lowest compared entry with this formula, charge and spin	1.1	kcal/mol

natural (NBO) population analysis, charges in e, atoms 1 to 6: -0.072 0.553 -0.308 -0.591 0.535 -0.833

---

No. 5
ORCA calculation (ωB97M-V with the def2-TZVPD basis set) on the molecule C5H3Cl2IO2 at a distorted geometry.

The geometry in XYZ format:
```
13
Properties=species:S:1:pos:R:3
C 2.159 1.555 0.442
C 3.301 1.316 0.140
C -0.103 1.399 0.463
C -0.373 -0.092 0.725
C -1.453 3.373 0.187
O 1.033 2.041 0.754
O -1.183 2.069 0.193
Cl -3.006 3.878 -0.268
Cl -0.045 4.347 -0.292
I 5.040 0.564 -0.462
H -0.236 -0.672 -0.218
H -1.443 -0.274 1.072
H 0.288 -0.525 1.478
```

Values from the calculation:
energy	-42467.3055	eV
net charge	0
M	292.9	g/mol
ΔE to the lowest compared entry with this formula, charge and spin	16.4	kcal/mol

natural (NBO) population analysis, charges in e, atoms 1 to 6: 0.295 -0.394 0.561 -0.699 0.063 -0.449

---

No. 6
ORCA calculation (ωB97M-V with the def2-TZVPD basis set) on a structure of composition C5H3Cl2NO3TmY at a distorted geometry.

The geometry in XYZ format:
```
16
Properties=species:S:1:pos:R:3
Tm 2.735 3.125 -0.263
Y -0.284 -0.819 -1.027
Cl 0.533 2.656 0.514
Cl 1.998 -1.703 -0.793
C -0.430 -2.975 -1.975
C 2.088 4.174 -2.108
C 3.247 1.957 -2.163
O 0.056 -3.978 -2.292
O 1.428 4.417 -3.034
O 3.454 1.425 -3.184
C -2.699 -1.448 3.148
C -2.037 -1.364 1.863
N -1.480 -1.115 0.855
H -1.993 -1.806 3.927
H -3.581 -2.124 3.101
H -3.035 -0.423 3.431
```

Values from the calculation:
energy	-68438.0899	eV
spin multiplicity	3
net charge	+4
M	453.8	g/mol

natural (NBO) population analysis, charges in e, atoms 1 to 6: 2.175 2.148 -0.492 -0.508 0.370 0.330